[1]
Molecular formula: C20H57N3O7
Method: DFT, ωB97M-V/def2-TZVPD

XYZ file:
```
87
Properties=species:S:1:pos:R:3:mulliken_charge:R:1
C 1.0151 1.5208 2.6076 -0.143
C 1.5294 0.3776 3.4521 -0.279
O 1.8044 0.9277 4.6747 -0.605
H 1.8041 2.2717 2.5638 0.292
H 0.1033 1.9825 2.9865 0.639
H 0.8298 1.3097 1.5545 -0.161
H 2.4457 0.0490 2.9616 0.240
H 0.7434 -0.3758 3.5038 0.110
H 2.7298 0.8450 4.9162 0.405
C -0.4489 1.2998 -0.3863 0.641
C -1.2472 0.5808 0.7550 -0.927
O -1.0294 -0.8218 0.5931 -0.973
H 0.5714 0.9165 -0.3938 -1.639
H -0.4656 2.3707 -0.1836 0.436
H -0.9039 1.1562 -1.3664 -0.178
H -2.3085 0.7520 0.5744 1.369
H -0.8825 0.8999 1.7313 0.016
H -0.1191 -1.0261 0.8196 0.483
C 1.0444 -0.9977 -1.2435 -0.259
C 1.7155 -1.3838 0.1164 -0.305
O 1.0415 -0.7752 1.1796 -0.614
H 1.4060 -1.6368 -2.0491 0.776
H 1.2855 0.0198 -1.5510 -0.842
H -0.0381 -1.1177 -1.2019 -0.390
H 2.7934 -1.2252 0.1498 0.793
H 1.5782 -2.4320 0.3821 0.379
H 1.4896 0.0527 1.3676 -0.492
C 3.9573 -0.0916 1.2304 -2.710
C 3.3157 1.2445 0.9428 -0.393
O 2.0251 1.0987 0.4161 0.544
H 3.2878 -0.7992 1.7195 0.684
H 4.8146 0.0444 1.8897 0.415
H 4.3665 -0.5590 0.3348 0.444
H 3.9651 1.6712 0.1784 0.560
H 3.2719 2.0194 1.7080 0.441
H 2.0103 1.6343 -0.3804 -0.901
C -2.3803 -0.2302 -1.2424 -0.309
C -3.7123 -0.8532 -1.7084 -0.383
C -3.5362 -1.6013 -2.9986 -1.578
O -2.7069 -2.7517 -2.8280 -0.096
C -2.6262 -3.4605 -4.0701 -0.999
N -4.0714 -1.7377 -0.5966 -0.302
H -2.5918 0.3192 -0.3251 -0.352
H -2.0808 0.4955 -1.9985 0.773
H -1.5333 -0.9158 -1.2186 0.987
H -4.4284 -0.0446 -1.8545 0.678
H -3.1166 -0.8633 -3.6822 0.432
H -4.5242 -1.8991 -3.3497 0.558
H -1.9767 -4.3117 -3.8659 0.309
H -2.3845 -2.8240 -4.9213 0.328
H -3.5925 -3.9332 -4.2458 0.348
H -3.3496 -2.4441 -0.5890 0.585
H -4.8791 -2.3253 -0.7466 0.293
C -4.4724 -3.2118 1.6365 -1.581
C -3.2053 -2.3638 1.8303 -0.497
C -1.9111 -2.9112 1.0948 -0.101
O -2.1580 -3.0896 -0.2807 -0.425
C -0.8868 -3.2206 -0.9637 -1.285
N -3.4976 -1.0032 1.4160 -1.032
H -5.2446 -2.8963 2.3381 0.389
H -4.2338 -4.2505 1.8650 0.419
H -4.8355 -3.2989 0.6125 0.251
H -3.0232 -2.3178 2.9040 0.598
H -1.5631 -3.8599 1.5036 0.523
H -1.2170 -2.0872 1.2598 -0.033
H -0.4751 -4.2183 -0.8116 0.612
H -0.0860 -2.5181 -0.7327 1.038
H -1.0125 -3.1497 -2.0441 -0.218
H -2.6365 -0.5032 1.2472 -0.415
H -3.9186 -1.0988 0.5030 0.727
C 0.9134 3.6214 -0.6985 -1.225
C 2.2547 3.1940 -1.2529 0.751
C 3.4839 3.5960 -0.4208 -0.530
O 3.5935 5.0416 -0.3053 -0.420
C 4.6654 5.4972 0.5066 -0.682
N 2.2285 1.7472 -1.4689 0.231
H 0.9697 4.6980 -0.5379 0.640
H 0.7088 3.1659 0.2704 0.114
H 0.1416 3.2985 -1.3973 0.314
H 2.3116 3.6533 -2.2397 0.531
H 4.3801 3.1453 -0.8472 0.447
H 3.3362 3.2123 0.5887 0.064
H 4.7031 6.5838 0.5829 0.276
H 5.5808 5.1109 0.0582 0.286
H 4.5314 5.0898 1.5087 0.273
H 1.4909 1.4787 -2.1043 0.518
H 3.0728 1.4435 -1.9327 0.312
```

ΔE to the lowest compared entry with this formula, charge and spin	1821.5	kJ/mol

[2]
Molecular formula: C20H57N5O6
Method: DFT, ωB97M-V/def2-TZVPD

XYZ file:
```
88
Properties=species:S:1:pos:R:3:mulliken_charge:R:1
O 0.7614 0.3091 0.3802 -0.600
H 0.6165 0.3137 1.3351 0.485
H 0.4905 -0.5720 0.1005 -0.020
C 3.5564 5.2227 -2.6155 -1.396
C 2.4445 6.1626 -2.2276 0.631
C 1.3357 5.5474 -1.4040 -0.766
O 0.7558 4.5534 -2.2727 -0.392
C -0.1272 3.7169 -1.5620 -0.594
N 3.0198 7.3031 -1.5572 -0.777
H 4.1474 5.6383 -3.4340 0.363
H 3.2633 4.2317 -2.9644 0.345
H 4.2611 5.0969 -1.7908 0.309
H 2.0094 6.5599 -3.1465 0.222
H 0.5465 6.2806 -1.2218 0.359
H 1.6555 5.1642 -0.4321 0.305
H 0.3538 3.0100 -0.8821 0.343
H -0.5987 3.1537 -2.3681 0.128
H -0.9081 4.2597 -1.0231 0.347
H 3.8573 7.6296 -2.0274 0.282
H 3.4998 6.9836 -0.7199 0.272
C -1.3362 -0.0223 -2.6670 -1.369
C -2.3921 0.7415 -1.9274 1.372
C -3.7855 0.7619 -2.6186 -0.935
O -3.6520 1.4040 -3.8917 -0.305
C -4.6102 0.9277 -4.7940 -0.739
N -2.4902 0.2062 -0.5619 -0.480
H -1.3444 0.3946 -3.6755 0.500
H -1.4064 -1.1103 -2.7164 0.233
H -0.3433 0.0875 -2.2264 0.285
H -2.0677 1.7788 -1.8185 -0.401
H -4.5314 1.4002 -2.1405 0.414
H -4.0673 -0.2905 -2.6939 0.397
H -4.4467 1.3835 -5.7686 0.236
H -5.5764 1.2395 -4.3831 0.298
H -4.6366 -0.1637 -4.8278 0.301
H -3.0517 0.8734 -0.0438 0.324
H -1.5607 0.3281 -0.1748 -0.075
C -0.9227 -3.4558 -0.8735 -1.189
C -1.0906 -2.8979 0.5589 0.985
C -1.8514 -3.8756 1.4568 -0.464
O -3.1146 -4.1175 0.8902 -0.318
C -3.9409 -4.8439 1.8027 -0.810
N 0.2339 -2.5088 1.1259 -0.210
H -0.4492 -4.4356 -0.8195 0.204
H -0.2626 -2.7207 -1.3334 -0.030
H -1.9238 -3.5721 -1.2842 0.500
H -1.6510 -1.9686 0.4517 -0.112
H -1.9466 -3.4398 2.4576 0.394
H -1.3349 -4.8222 1.6486 0.127
H -4.0966 -4.3942 2.7873 0.315
H -3.5237 -5.8305 2.0121 0.298
H -4.8956 -4.7613 1.2842 0.266
H 0.1972 -2.3610 2.1262 0.033
H 0.9175 -3.2427 0.9703 0.142
C 4.3627 -3.0367 -1.9507 -1.345
C 3.0177 -3.2244 -1.1862 0.898
C 3.0464 -4.5434 -0.3818 -1.277
O 1.7925 -4.8104 0.2059 -0.194
C 1.7597 -5.9896 0.9768 -0.813
N 2.9156 -2.0519 -0.3195 -0.718
H 4.3925 -3.6105 -2.8785 0.353
H 5.1748 -3.4512 -1.3523 0.301
H 4.5241 -1.9823 -2.1650 0.409
H 2.1484 -3.2336 -1.8491 0.163
H 3.7732 -4.4579 0.4326 0.444
H 3.4425 -5.3721 -0.9755 0.385
H 0.7701 -6.0954 1.4195 0.183
H 2.4864 -6.0662 1.7898 0.319
H 1.9630 -6.8597 0.3474 0.326
H 2.0741 -2.0172 0.2438 0.226
H 2.9271 -1.2091 -0.8773 0.300
C -0.6808 0.4100 5.3600 -1.573
C -0.5047 0.6845 3.8585 0.423
C -0.7344 2.1268 3.4671 -0.439
O 0.1204 2.9708 4.2442 -0.331
C -0.0391 4.3648 3.9079 -0.685
N 0.8116 0.2084 3.3904 -0.543
H -0.0610 1.0984 5.9372 0.323
H -0.5637 -0.5998 5.7530 0.400
H -1.6921 0.6651 5.6900 0.405
H -1.1731 -0.0341 3.3773 0.180
H -1.8122 2.2797 3.5595 0.402
H -0.4551 2.2189 2.4149 0.236
H 0.0398 4.5692 2.8380 0.184
H 0.7721 4.8880 4.4124 0.273
H -0.9643 4.8608 4.2084 0.313
H 0.9024 -0.7455 3.7139 0.198
H 1.4769 0.7885 3.8890 0.235
```

ΔE to the lowest compared entry with this formula, charge and spin	157.6	kJ/mol

[3]
Molecular formula: C20H58O11S9
Method: DFT, ωB97M-V/def2-TZVPD

XYZ file:
```
98
Properties=species:S:1:pos:R:3:mulliken_charge:R:1
C -0.2172 2.2783 -0.3447 0.148
C -1.2589 2.7325 -1.3777 -0.469
C -2.4792 3.4118 -0.7506 -0.404
C -3.4122 2.4215 -0.0608 -0.022
O -4.8053 2.8475 -0.1582 -0.307
S -5.6155 2.2328 -1.4168 0.717
O -6.0296 0.8929 -1.0547 -0.538
O -6.8699 3.2298 -1.1856 -0.428
H -0.6477 2.1865 0.6544 -0.363
H 0.6040 2.9960 -0.2790 0.457
H 0.1923 1.3004 -0.5937 -0.321
H -1.6053 1.8707 -1.9577 0.319
H -0.7955 3.4201 -2.0853 0.248
H -2.1584 4.1688 -0.0300 0.282
H -3.0537 3.9223 -1.5303 0.316
H -3.2359 2.3515 1.0090 -0.418
H -3.3119 1.4159 -0.4820 0.440
H -7.0115 3.3346 -0.2272 0.321
C 0.3359 3.9294 -6.3291 -1.021
S 0.4635 2.4630 -5.2963 0.535
O 0.9725 2.9243 -3.9787 -0.555
C 1.8533 1.7349 -6.1730 -0.907
H -0.4568 4.5473 -5.9124 0.336
H 1.2828 4.4681 -6.3000 0.298
H 0.0797 3.6379 -7.3476 0.390
H 2.6867 2.4386 -6.1612 0.344
H 1.5521 1.4986 -7.1939 0.474
H 2.1248 0.8256 -5.6408 0.119
C -0.6646 1.0176 3.9292 -0.842
S -1.9667 2.1230 3.4079 0.625
O -1.3246 3.3967 2.9747 -0.630
C -2.6431 2.4268 5.0462 -1.109
H -0.1077 0.7321 3.0373 0.105
H -0.0200 1.5286 4.6433 0.422
H -1.0954 0.1245 4.3793 0.367
H -1.8568 2.8304 5.6840 0.313
H -3.0344 1.4943 5.4525 0.361
H -3.4472 3.1519 4.9389 0.359
C 1.8392 -2.2000 0.7341 -0.556
S 0.0708 -2.2029 1.0278 0.277
O -0.3495 -0.7711 0.9610 -0.446
C 0.1550 -2.6366 2.7656 -0.701
H 1.9924 -1.9279 -0.3108 0.018
H 2.2830 -1.4535 1.3949 0.237
H 2.2597 -3.1878 0.9241 0.419
H 0.7903 -1.9335 3.3023 0.001
H 0.5365 -3.6536 2.8690 0.431
H -0.8571 -2.5862 3.1645 0.358
C 2.2621 -2.9953 6.7425 -0.852
S 2.0685 -1.2303 6.4968 0.355
O 1.0384 -1.0824 5.4293 -0.513
C 3.6569 -0.9692 5.6987 -0.940
H 1.3362 -3.3680 7.1759 0.333
H 2.4318 -3.4818 5.7833 0.208
H 3.0914 -3.1830 7.4253 0.425
H 3.7183 -1.6119 4.8206 0.252
H 4.4584 -1.1921 6.4029 0.385
H 3.7050 0.0769 5.4032 0.346
C -11.6991 3.6317 -0.0856 -0.872
S -11.5320 2.4132 -1.3982 0.529
O -12.8567 1.7547 -1.5366 -0.630
C -10.4750 1.2902 -0.4783 -0.784
H -12.3693 4.4077 -0.4494 0.307
H -12.1261 3.1514 0.7946 0.298
H -10.7226 4.0617 0.1369 0.308
H -10.9825 0.9871 0.4374 0.324
H -9.5295 1.7873 -0.2617 0.224
H -10.2875 0.4225 -1.1068 0.307
C 3.0250 0.8933 -1.8415 -0.553
S 2.9190 -0.3424 -3.1333 0.604
O 2.4187 -1.5976 -2.5029 -0.769
C 4.6787 -0.5511 -3.3896 -1.000
H 2.0096 1.1203 -1.5280 -0.164
H 3.6008 0.4843 -1.0106 0.432
H 3.4935 1.7924 -2.2407 0.422
H 5.1510 -0.8546 -2.4549 0.389
H 5.1099 0.3792 -3.7576 0.334
H 4.8218 -1.3248 -4.1393 0.300
C 4.2612 -7.4329 4.7061 -0.948
S 2.5064 -7.2341 5.0335 0.424
O 2.2505 -5.7684 5.0852 -0.525
C 2.5547 -7.8001 6.7374 -0.960
H 4.4417 -7.0780 3.6936 0.312
H 4.8268 -6.8341 5.4196 0.297
H 4.5283 -8.4869 4.7803 0.384
H 3.2460 -7.1743 7.3014 0.289
H 2.8611 -8.8456 6.7653 0.392
H 1.5479 -7.7010 7.1376 0.310
C 4.9568 -0.4945 -7.5096 -0.846
S 6.6149 -1.0809 -7.1335 0.461
O 6.8773 -0.7145 -5.7160 -0.573
C 7.4843 0.1258 -8.1409 -0.949
H 4.2601 -1.0983 -6.9307 0.278
H 4.8760 0.5531 -7.2190 0.193
H 4.7566 -0.6230 -8.5733 0.464
H 7.2175 1.1277 -7.8053 0.305
H 7.2250 -0.0198 -9.1894 0.360
H 8.5491 -0.0444 -7.9972 0.325
```

no.,calculated total energy (eV)
1,-40446.1063
2,-41396.5799
3,-141713.4909